(1)
Entry from the Open Molecules 2025 dataset: a structure of composition C42H31BrN8O4SSn (ωB97M-V with the def2-TZVPD basis set).

CARTESIAN COORDINATES (ANGSTROEM)
Sn  -0.913  -0.863  -0.038
Br  2.707  1.412  6.161
C  1.566  0.516  4.973
C  0.355  0.006  5.426
C  -0.497  -0.631  4.545
C  -0.144  -0.776  3.205
C  1.075  -0.278  2.771
C  1.930  0.371  3.645
N  -1.023  -1.391  2.245
C  -1.963  -2.160  2.624
C  -2.874  -2.807  1.692
C  -3.987  -3.500  2.125
C  -4.770  -4.151  1.178
C  -4.399  -4.095  -0.152
C  -3.273  -3.354  -0.501
N  -2.539  -2.723  0.407
H  0.080  0.118  6.466
H  -1.450  -0.983  4.917
H  1.367  -0.398  1.737
H  2.869  0.777  3.292
H  -2.095  -2.406  3.673
H  -4.248  -3.525  3.176
H  -5.651  -4.702  1.480
H  -4.966  -4.605  -0.917
H  -2.950  -3.280  -1.529
C  7.945  -1.904  -0.800
C  6.489  -1.559  -0.921
C  5.787  -1.044  0.172
C  4.448  -0.722  0.065
C  3.808  -0.910  -1.160
C  4.484  -1.407  -2.268
C  5.823  -1.719  -2.137
S  2.161  -0.379  -1.284
O  1.647  -0.520  -2.618
O  2.049  0.889  -0.631
N  1.291  -1.433  -0.275
C  1.169  -2.785  -0.567
C  2.239  -3.654  -0.786
C  1.976  -5.008  -0.848
C  0.672  -5.475  -0.724
C  -0.328  -4.542  -0.574
N  -0.073  -3.229  -0.501
H  8.292  -1.818  0.227
H  8.540  -1.228  -1.417
H  8.143  -2.915  -1.157
H  6.306  -0.877  1.106
H  3.898  -0.303  0.898
H  3.968  -1.522  -3.213
H  6.372  -2.079  -2.999
H  3.243  -3.259  -0.810
H  2.793  -5.703  -0.989
H  0.434  -6.527  -0.786
H  -1.368  -4.831  -0.550
O  -2.559  1.404  1.843
C  -3.179  1.069  0.868
N  -2.827  0.010  -0.001
C  -3.864  -0.268  -0.900
O  -3.854  -1.158  -1.715
C  -4.918  0.757  -0.658
C  -6.112  0.982  -1.308
C  -6.840  2.110  -0.936
C  -6.392  2.958  0.071
C  -5.203  2.701  0.752
C  -4.481  1.593  0.366
H  -6.469  0.312  -2.080
H  -7.765  2.337  -1.451
H  -6.974  3.832  0.332
H  -4.847  3.354  1.538
N  1.237  8.200  -5.227
C  1.123  7.344  -4.469
C  0.948  6.277  -3.515
C  0.484  5.035  -3.936
C  0.258  4.032  -3.012
C  0.490  4.264  -1.664
C  0.986  5.487  -1.246
C  1.217  6.492  -2.169
N  0.210  3.237  -0.697
C  0.387  3.319  0.675
C  0.012  2.133  1.199
N  -0.409  1.322  0.166
C  -0.274  2.022  -0.952
H  0.291  4.858  -4.985
H  -0.107  3.078  -3.364
H  1.191  5.679  -0.203
H  1.598  7.450  -1.842
H  0.765  4.192  1.173
H  -0.022  1.828  2.225
H  -0.517  1.652  -1.934

LUMO level   -7.7 eV
DFT total energy   -150863.43971 eV
E_HOMO   -13.54 eV
Net charge   +2
M   942.44 g mol⁻¹
Multiplicity   1
HOMO-LUMO gap   5.87 eV
Energy relative to the best compared isomer or geometry (same formula, charge and spin)   2.708 eV
F_max   0.052 hartree/bohr

***

(2)
Entry from the Open Molecules 2025 dataset: a structure of composition C42H31CoF15GeN2PSSe (ωB97M-V with the def2-TZVPD basis set).

CARTESIAN COORDINATES (ANGSTROEM)
Co  0.365  1.559  0.196
C  1.453  -0.963  1.974
N  1.148  0.448  1.858
C  1.240  1.192  2.908
C  1.006  2.576  2.774
C  0.929  3.629  3.696
C  0.672  4.775  2.954
C  0.610  4.379  1.621
N  0.807  3.059  1.504
C  2.928  -1.212  2.168
C  3.358  -2.019  3.214
C  4.710  -2.229  3.429
C  5.644  -1.631  2.599
C  5.219  -0.833  1.550
C  3.871  -0.625  1.336
H  1.100  -1.463  1.065
H  0.917  -1.395  2.824
H  1.513  0.772  3.876
H  1.037  3.547  4.760
H  0.535  5.772  3.328
H  0.465  4.995  0.751
H  2.629  -2.485  3.861
H  5.030  -2.863  4.242
H  6.699  -1.786  2.768
H  5.939  -0.376  0.888
H  3.549  0.005  0.520
C  -1.572  2.321  -2.701
P  -0.815  3.112  -1.234
C  0.179  4.405  -2.087
C  -2.233  4.062  -0.564
H  -2.095  3.061  -3.306
H  -2.265  1.558  -2.362
H  -0.787  1.845  -3.285
H  -0.470  5.064  -2.665
H  0.860  3.889  -2.761
H  0.767  4.991  -1.385
H  -2.386  4.972  -1.141
H  -2.051  4.320  0.478
H  -3.128  3.444  -0.612
C  7.296  0.815  -3.614
C  5.947  0.700  -2.977
C  5.256  -0.504  -2.978
C  3.971  -0.608  -2.476
C  3.267  -1.928  -2.463
C  3.344  0.543  -1.962
Se  1.464  0.428  -1.535
C  4.064  1.741  -1.853
C  3.507  2.976  -1.216
C  5.351  1.797  -2.370
H  7.620  -0.150  -3.995
H  8.031  1.183  -2.899
H  7.256  1.521  -4.443
H  5.734  -1.377  -3.402
H  3.902  -2.716  -2.853
H  2.357  -1.881  -3.063
H  2.987  -2.185  -1.440
H  2.680  2.745  -0.538
H  3.153  3.667  -1.979
H  4.282  3.490  -0.651
H  5.895  2.730  -2.321
F  -4.955  -3.559  0.634
C  -4.083  -3.629  1.653
C  -3.105  -2.657  1.744
C  -2.234  -2.729  2.810
F  -1.306  -1.776  2.933
C  -2.297  -3.750  3.751
F  -1.423  -3.795  4.761
C  -3.279  -4.727  3.626
F  -3.360  -5.714  4.517
C  -4.186  -4.664  2.569
F  -5.136  -5.595  2.451
Ge  -3.045  -1.207  0.344
S  -1.858  0.594  0.356
C  -2.986  -2.238  -1.389
C  -3.365  -1.585  -2.546
F  -3.685  -0.287  -2.444
C  -3.437  -2.219  -3.778
F  -3.799  -1.553  -4.876
C  -3.123  -3.574  -3.852
F  -3.203  -4.220  -5.014
C  -2.704  -4.250  -2.710
F  -2.376  -5.542  -2.780
C  -2.626  -3.566  -1.503
F  -2.188  -4.224  -0.418
C  -4.950  -0.602  0.593
C  -5.179  0.029  1.803
F  -4.145  0.103  2.660
C  -6.414  0.541  2.169
F  -6.583  1.167  3.337
C  -7.484  0.387  1.293
F  -8.687  0.866  1.614
C  -7.296  -0.274  0.084
F  -8.326  -0.442  -0.748
C  -6.033  -0.756  -0.249
F  -5.886  -1.409  -1.406

LUMO level (alpha / beta)   0.1 / -3.1 eV
DFT total energy   -267411.41958 eV
E_HOMO (alpha / beta)   -7.79 / -7.74 eV
M   1122.24 g mol⁻¹
<S²>   6.024
Multiplicity   5
HOMO-LUMO gap (alpha / beta)   7.92 / 4.67 eV
Energy relative to the best compared isomer or geometry (same formula, charge and spin)   0.968 eV
F_max   0.033 hartree/bohr

***

(3)
Entry from the Open Molecules 2025 dataset: a structure of composition C42H31FN3O6PdS4 (ωB97M-V with the def2-TZVPD basis set).

CARTESIAN COORDINATES (ANGSTROEM)
Pd  -1.361  0.889  -0.294
O  -0.963  1.832  2.839
S  -2.240  2.426  2.592
O  -3.246  2.440  3.610
N  -2.822  1.532  1.233
C  -4.027  1.001  1.134
C  -5.169  1.294  1.930
C  -6.379  0.641  1.731
C  -6.524  -0.322  0.759
C  -5.430  -0.653  -0.092
C  -5.528  -1.640  -1.098
C  -4.441  -1.928  -1.885
C  -3.255  -1.213  -1.664
N  -3.157  -0.286  -0.727
C  -4.210  0.003  0.066
C  -2.053  4.018  1.907
C  -0.772  4.516  1.730
C  -0.629  5.795  1.209
C  -1.749  6.535  0.871
C  -3.030  6.021  1.056
C  -3.189  4.756  1.587
H  -5.088  2.041  2.702
H  -7.218  0.902  2.360
H  -7.469  -0.830  0.621
H  -6.465  -2.163  -1.235
H  -4.478  -2.679  -2.659
H  -2.361  -1.388  -2.252
H  0.088  3.911  1.967
H  0.361  6.196  1.053
H  -1.629  7.528  0.460
H  -3.896  6.612  0.796
H  -4.178  4.352  1.760
C  5.819  2.008  -2.326
C  5.374  0.566  -2.502
C  5.810  0.020  -3.851
C  5.384  -1.427  -4.010
C  3.900  -1.551  -3.818
C  3.186  -2.561  -4.416
C  1.807  -2.648  -4.233
F  1.151  -3.667  -4.817
C  1.119  -1.747  -3.480
C  1.826  -0.712  -2.849
C  1.085  0.219  -1.997
O  -0.170  0.071  -1.928
C  1.858  1.191  -1.316
C  3.213  1.228  -1.561
N  3.893  0.418  -2.371
C  3.211  -0.612  -3.018
C  1.382  2.257  -0.344
O  2.212  3.027  0.116
O  0.131  2.319  -0.050
H  6.878  2.067  -2.571
H  5.706  2.379  -1.311
H  5.276  2.669  -3.003
H  5.818  -0.053  -1.714
H  6.894  0.113  -3.920
H  5.378  0.635  -4.645
H  5.903  -2.045  -3.272
H  5.658  -1.812  -4.992
H  3.684  -3.294  -5.036
H  0.051  -1.822  -3.348
H  3.767  1.994  -1.041
O  -0.342  -0.806  0.756
C  -0.079  -1.779  1.732
C  -1.320  -2.330  2.384
C  -1.678  -3.637  2.540
C  -2.919  -3.792  3.213
C  -3.473  -2.596  3.549
S  -2.497  -1.279  3.071
C  0.667  -2.837  0.947
C  1.967  -3.229  1.056
C  2.333  -4.173  0.063
C  1.309  -4.462  -0.788
S  -0.108  -3.607  -0.389
C  0.803  -1.024  2.701
C  0.798  -1.123  4.060
C  1.762  -0.267  4.655
C  2.447  0.466  3.731
S  1.944  0.125  2.136
H  -1.071  -4.459  2.195
H  -3.368  -4.746  3.441
H  -4.398  -2.417  4.071
H  2.631  -2.852  1.819
H  3.307  -4.631  -0.003
H  1.317  -5.148  -1.618
H  0.134  -1.773  4.608
H  1.928  -0.196  5.718
H  3.209  1.205  3.907

LUMO level (alpha / beta)   -3.2 / -5.2 eV
DFT total energy   -110342.97208 eV
E_HOMO (alpha / beta)   -10.70 / -10.72 eV
Net charge   +1
M   927.41 g mol⁻¹
<S²>   6.057
Multiplicity   5
HOMO-LUMO gap (alpha / beta)   7.48 / 5.55 eV
Energy relative to the best compared isomer or geometry (same formula, charge and spin)   0.150 eV
F_max   0.013 hartree/bohr

***

(4)
Entry from the Open Molecules 2025 dataset: a structure of composition C42H32FN3O4P2PtS2 (ωB97M-V with the def2-TZVPD basis set).

CARTESIAN COORDINATES (ANGSTROEM)
Pt  -1.381  -0.218  -0.810
S  1.077  0.336  -2.403
P  1.793  -0.251  -0.642
C  0.342  -0.510  0.290
P  -0.035  -0.687  1.986
S  -2.019  -0.681  1.997
C  0.679  -2.268  2.557
C  -0.159  -3.335  2.857
C  0.378  -4.587  3.097
C  1.749  -4.775  3.046
C  2.589  -3.707  2.764
C  2.055  -2.459  2.512
C  0.696  0.625  3.017
C  0.701  1.921  2.510
C  1.224  2.948  3.272
C  1.720  2.689  4.541
C  1.692  1.402  5.051
C  1.179  0.364  4.294
C  2.746  -1.788  -0.849
C  2.089  -3.004  -0.715
C  2.761  -4.180  -0.980
C  4.083  -4.141  -1.396
C  4.732  -2.925  -1.552
C  4.065  -1.745  -1.281
C  2.919  0.960  0.113
C  3.856  0.581  1.066
C  4.599  1.544  1.719
C  4.424  2.884  1.407
C  3.510  3.260  0.435
C  2.745  2.302  -0.203
H  -1.226  -3.170  2.911
H  -0.279  -5.416  3.317
H  2.166  -5.754  3.224
H  3.658  -3.854  2.732
H  2.692  -1.620  2.280
H  0.284  2.111  1.528
H  1.243  3.953  2.881
H  2.114  3.496  5.140
H  2.067  1.206  6.044
H  1.139  -0.641  4.692
H  1.049  -3.011  -0.411
H  2.255  -5.128  -0.873
H  4.606  -5.060  -1.612
H  5.758  -2.901  -1.891
H  4.558  -0.790  -1.412
H  4.019  -0.467  1.280
H  5.321  1.251  2.468
H  5.007  3.633  1.922
H  3.397  4.303  0.176
H  2.018  2.576  -0.956
C  -2.802  -4.515  -0.247
C  -3.770  -4.589  -1.237
C  -3.822  -3.600  -2.199
C  -2.910  -2.543  -2.155
N  -1.996  -2.480  -1.173
C  -1.942  -3.433  -0.255
C  -2.877  -1.453  -3.128
C  -3.461  -1.554  -4.393
C  -3.436  -0.486  -5.267
C  -2.820  0.699  -4.903
C  -2.190  0.797  -3.669
C  -2.221  -0.264  -2.783
H  -2.709  -5.280  0.508
H  -4.472  -5.408  -1.258
H  -4.573  -3.630  -2.973
H  -1.175  -3.331  0.502
H  -3.917  -2.484  -4.702
H  -3.888  -0.580  -6.244
H  -2.818  1.544  -5.579
H  -1.656  1.702  -3.414
F  -1.982  5.643  -3.862
C  -2.289  5.532  -2.557
C  -3.005  4.474  -2.126
N  -3.378  4.334  -0.825
C  -4.011  3.115  -0.387
C  -3.053  1.909  -0.494
O  -3.574  0.784  -0.552
O  -1.826  2.132  -0.531
C  -3.021  5.271  0.131
O  -3.358  5.197  1.287
N  -2.271  6.318  -0.350
C  -1.811  6.559  -1.642
O  -1.111  7.511  -1.890
H  -3.328  3.700  -2.808
H  -4.910  2.901  -0.971
H  -4.282  3.232  0.666
H  -1.994  7.000  0.349

LUMO level (alpha / beta)   -1.8 / -1.8 eV
DFT total energy   -102945.98811 eV
E_HOMO (alpha / beta)   -7.75 / -7.37 eV
M   982.89 g mol⁻¹
Multiplicity   1
HOMO-LUMO gap (alpha / beta)   5.97 / 5.60 eV
F_max   0.026 hartree/bohr

***

(5)
Entry from the Open Molecules 2025 dataset: a structure of composition C42H33Cl5GeLiN3O2 (ωB97M-V with the def2-TZVPD basis set).

CARTESIAN COORDINATES (ANGSTROEM)
Li  0.704  -0.953  0.637
Cl  -2.681  -1.805  0.618
C  -1.578  -3.102  0.318
C  -0.220  -2.826  0.443
C  0.598  -3.901  0.118
Cl  2.292  -3.613  0.216
C  0.148  -5.151  -0.291
Cl  1.246  -6.422  -0.681
C  -1.222  -5.372  -0.372
Cl  -1.839  -6.907  -0.854
C  -2.095  -4.340  -0.047
Cl  -3.795  -4.626  -0.079
N  3.397  0.163  2.812
C  3.860  -0.093  4.049
C  2.918  -0.884  4.666
C  1.909  -1.044  3.709
N  2.211  -0.401  2.596
H  3.790  0.757  2.095
H  4.804  0.278  4.399
H  2.946  -1.286  5.658
H  0.995  -1.596  3.780
C  4.490  3.396  -0.555
C  4.083  2.075  -0.585
C  2.995  1.668  0.170
C  2.293  2.565  0.964
C  2.707  3.891  0.975
C  3.795  4.305  0.225
Ge  0.677  1.980  2.045
C  1.259  2.371  3.993
C  2.489  2.914  4.334
C  2.872  3.039  5.658
C  2.034  2.606  6.669
C  0.813  2.040  6.344
C  0.440  1.919  5.019
C  -0.619  3.458  1.618
C  -1.656  3.802  2.477
C  -2.630  4.705  2.093
C  -2.589  5.278  0.832
C  -1.574  4.927  -0.042
C  -0.602  4.024  0.349
H  5.335  3.726  -1.146
H  4.607  1.361  -1.205
H  2.662  0.642  0.110
H  2.159  4.609  1.572
H  4.102  5.342  0.241
H  3.155  3.259  3.554
H  3.832  3.473  5.905
H  2.327  2.705  7.705
H  0.162  1.686  7.131
H  -0.506  1.458  4.764
H  -1.699  3.356  3.463
H  -3.437  4.950  2.770
H  -3.344  5.991  0.527
H  -1.555  5.342  -1.042
H  0.183  3.742  -0.341
C  -3.447  -5.274  -4.470
C  -2.139  -4.538  -4.411
C  -1.001  -5.141  -4.931
C  0.229  -4.513  -4.845
C  0.319  -3.269  -4.261
C  -0.817  -2.631  -3.753
N  -0.601  -1.409  -3.126
C  -1.367  -0.278  -3.089
C  -2.252  0.063  -4.120
C  -3.019  1.206  -4.050
C  -2.918  2.049  -2.953
C  -2.014  1.753  -1.951
C  -1.213  0.624  -2.015
C  -0.244  0.353  -0.912
O  0.783  -0.322  -1.149
O  -0.522  0.784  0.232
C  -2.062  -3.279  -3.804
C  -3.282  -2.671  -3.176
H  -3.344  -6.182  -5.060
H  -4.231  -4.657  -4.909
H  -3.771  -5.561  -3.469
H  -1.077  -6.120  -5.385
H  1.113  -5.002  -5.230
H  1.272  -2.766  -4.181
H  0.197  -1.355  -2.490
H  -2.298  -0.576  -4.990
H  -3.700  1.440  -4.858
H  -3.530  2.935  -2.886
H  -1.909  2.404  -1.096
H  -3.908  -2.176  -3.923
H  -3.009  -1.931  -2.427
H  -3.886  -3.436  -2.692

LUMO level (alpha / beta)   2.3 / 2.0 eV
DFT total energy   -171991.44313 eV
E_HOMO (alpha / beta)   -4.44 / -4.89 eV
Net charge   -1
M   868.56 g mol⁻¹
<S²>   0.753
Multiplicity   2
HOMO-LUMO gap (alpha / beta)   6.77 / 6.85 eV
Energy relative to the best compared isomer or geometry (same formula, charge and spin)   0.924 eV
F_max   0.031 hartree/bohr